The following is a DFT calculation (ωB97M-V/def2-TZVPD) of a 21-piece molecular cluster, C79H201N31O21 overall.

Element x y z (Å)
1 C 7.00 -0.67 0.80
2 O 7.67 -0.72 -0.21
3 N 5.85 0.14 0.87
4 N 7.34 -1.40 1.88
5 H 5.79 0.92 0.19
6 H 5.58 0.30 1.80
7 H 6.69 -1.57 2.63
8 H 7.81 -2.24 1.68
9 C 8.06 -3.66 -2.62
10 O 7.87 -4.43 -3.56
11 N 8.13 -2.29 -2.77
12 N 8.56 -4.05 -1.41
13 H 8.06 -1.62 -1.98
14 H 7.82 -1.89 -3.62
15 H 8.43 -3.37 -0.66
16 H 8.47 -5.04 -1.24
17 C 4.02 1.57 3.66
18 O 4.76 0.61 3.32
19 N 4.20 2.90 3.21
20 N 3.07 1.41 4.63
21 H 4.91 3.09 2.50
22 H 3.58 3.62 3.54
23 H 2.52 2.19 4.93
24 H 2.91 0.45 4.97
25 C -1.36 2.04 -6.47
26 O -2.30 2.25 -7.20
27 N -0.04 2.02 -6.91
28 N -1.52 2.05 -5.11
29 H -0.09 1.76 -7.86
30 H 0.57 1.41 -6.36
31 H -0.91 1.73 -4.42
32 H -2.49 2.17 -4.82
33 C -1.31 -5.12 -4.04
34 O -0.77 -4.12 -3.60
35 N -1.02 -5.47 -5.35
36 N -2.37 -5.84 -3.42
37 H -1.37 -6.30 -5.78
38 H -0.29 -4.90 -5.84
39 H -2.48 -6.83 -3.72
40 H -2.56 -5.66 -2.40
41 C -0.82 4.09 -2.67
42 O -0.81 5.01 -3.48
43 N 0.30 3.25 -2.53
44 N -1.84 3.84 -1.87
45 H 1.09 3.28 -3.17
46 H 0.25 2.31 -2.07
47 H -2.03 2.91 -1.45
48 H -2.66 4.38 -1.97
49 C -3.16 -3.58 -0.71
50 O -2.91 -4.78 -0.58
51 N -3.60 -2.83 0.32
52 N -3.07 -3.03 -1.93
53 H -3.54 -3.32 1.19
54 H -3.56 -1.83 0.27
55 H -2.31 -3.37 -2.51
56 H -3.09 -2.00 -1.92
57 C 3.31 4.19 6.60
58 O 2.58 4.16 5.57
59 N 4.64 3.80 6.55
60 N 2.77 4.53 7.82
61 H 4.95 3.70 5.60
62 H 5.29 4.23 7.23
63 H 3.25 4.20 8.64
64 H 1.90 5.02 7.88
65 C -0.85 5.56 7.39
66 O 0.07 6.04 8.02
67 N -0.61 4.50 6.60
68 N -2.11 6.01 7.45
69 H 0.39 4.30 6.41
70 H -1.20 4.38 5.79
71 H -2.44 6.45 8.32
72 H -2.84 5.39 7.15
73 C 7.33 3.39 2.58
74 O 6.54 3.79 1.75
75 N 7.84 4.14 3.57
76 N 7.88 2.15 2.58
77 H 8.71 3.83 3.97
78 H 7.64 5.12 3.54
79 H 7.42 1.45 2.06
80 H 8.54 1.87 3.30
81 C -1.27 -3.24 2.72
82 C -2.33 -4.10 3.59
83 C -3.15 -3.09 4.42
84 C -4.25 -3.82 5.18
85 C -5.21 -4.38 4.22
86 C -4.54 -5.42 3.31
87 N -3.30 -4.73 2.75
88 O -2.60 -5.56 1.84
89 C -4.08 -6.69 4.07
90 C -5.45 -5.76 2.15
91 C -1.51 -4.93 4.55
92 H -0.77 -2.53 3.40
93 H -1.67 -2.59 1.96
94 H -0.51 -3.86 2.22
95 H -2.38 -2.68 5.07
96 H -3.66 -2.38 3.78
97 H -4.77 -3.14 5.83
98 H -3.86 -4.60 5.90
99 H -5.72 -3.55 3.68
100 H -6.08 -4.86 4.65
101 H -4.89 -7.39 4.16
102 H -3.34 -7.17 3.48
103 H -3.79 -6.40 5.07
104 H -5.68 -4.85 1.57
105 H -5.05 -6.50 1.44
106 H -6.44 -6.22 2.45
107 H -2.10 -5.48 5.31
108 H -0.73 -4.27 5.00
109 H -0.99 -5.65 3.97
110 H -2.76 -5.22 0.92
111 C 4.84 -0.34 7.57
112 C 4.24 -1.66 7.16
113 C 2.89 -1.73 7.75
114 C 2.09 -2.96 7.26
115 C 1.98 -2.77 5.74
116 C 3.36 -2.71 5.00
117 N 4.08 -1.59 5.64
118 O 5.33 -1.46 4.97
119 C 4.10 -4.10 4.92
120 C 3.15 -2.29 3.54
121 C 5.15 -2.82 7.64
122 H 4.94 -0.29 8.69
123 H 4.30 0.59 7.19
124 H 5.88 -0.20 7.30
125 H 2.93 -1.71 8.84
126 H 2.24 -0.91 7.46
127 H 1.10 -2.86 7.75
128 H 2.59 -3.89 7.55
129 H 1.44 -1.84 5.49
130 H 1.43 -3.60 5.25
131 H 5.18 -4.04 4.79
132 H 3.83 -4.75 5.74
133 H 3.79 -4.66 4.08
134 H 2.27 -2.80 3.08
135 H 2.99 -1.21 3.42
136 H 4.10 -2.52 3.04
137 H 6.18 -2.58 7.33
138 H 4.87 -3.86 7.37
139 H 5.21 -2.75 8.73
140 H 5.16 -0.60 4.42
141 C -6.40 -0.54 -4.66
142 C -4.97 -0.96 -4.91
143 C -4.89 -2.39 -4.68
144 C -5.62 -3.22 -5.82
145 C -4.90 -2.95 -7.14
146 C -5.02 -1.39 -7.47
147 N -4.52 -0.61 -6.35
148 O -4.81 0.81 -6.40
149 C -4.07 -1.11 -8.66
150 C -6.38 -0.93 -7.94
151 C -4.08 -0.26 -3.92
152 H -6.51 0.56 -4.72
153 H -6.73 -0.95 -3.66
154 H -7.07 -0.93 -5.42
155 H -3.79 -2.78 -4.67
156 H -5.30 -2.62 -3.72
157 H -6.67 -2.96 -5.91
158 H -5.55 -4.31 -5.52
159 H -5.33 -3.46 -7.98
160 H -3.84 -3.24 -6.99
161 H -3.92 -2.01 -9.18
162 H -4.43 -0.31 -9.34
163 H -3.13 -0.76 -8.27
164 H -6.54 -1.29 -8.91
165 H -7.15 -1.39 -7.33
166 H -6.39 0.12 -8.02
167 H -4.07 0.84 -4.02
168 H -3.08 -0.58 -4.02
169 H -4.43 -0.45 -2.93
170 H -3.99 1.19 -6.82
171 C 0.18 0.06 2.10
172 C 0.72 0.95 0.91
173 C 2.26 0.72 0.75
174 C 2.68 -0.61 0.15
175 C 2.01 -0.80 -1.20
176 C 0.47 -0.61 -1.07
177 N 0.16 0.67 -0.42
178 O -1.24 0.83 -0.54
179 C -0.01 -0.69 -2.51
180 C -0.20 -1.81 -0.30
181 C 0.55 2.41 1.34
182 H 0.41 -0.99 2.18
183 H -0.89 0.28 2.24
184 H 0.39 0.49 3.11
185 H 2.61 1.60 0.25
186 H 2.57 0.72 1.78
187 H 2.34 -1.50 0.78
188 H 3.81 -0.57 0.03
189 H 2.19 -1.80 -1.68
190 H 2.38 -0.04 -1.86
191 H -1.09 -0.94 -2.56
192 H 0.16 0.24 -3.04
193 H 0.53 -1.36 -3.14
194 H -0.47 -2.67 -0.88
195 H 0.25 -2.07 0.64
196 H -1.20 -1.41 -0.07
197 H 0.74 3.02 0.48
198 H 1.37 2.64 2.10
199 H -0.38 2.69 1.81
200 H -1.67 0.40 0.29
201 C 4.25 -3.84 -2.23
202 C 3.48 -4.98 -2.92
203 C 4.29 -6.25 -3.03
204 C 4.35 -7.05 -1.75
205 C 2.98 -7.38 -1.30
206 C 2.22 -6.08 -0.99
207 N 2.18 -5.31 -2.26
208 O 1.50 -4.08 -2.02
209 C 0.77 -6.49 -0.76
210 C 2.84 -5.41 0.21
211 C 3.10 -4.43 -4.30
212 H 4.41 -3.92 -1.19
213 H 3.67 -2.93 -2.44
214 H 5.21 -3.89 -2.73
215 H 3.86 -6.92 -3.87
216 H 5.33 -5.98 -3.29
217 H 4.98 -6.58 -0.99
218 H 4.86 -7.93 -2.07
219 H 2.95 -8.12 -0.52
220 H 2.45 -7.91 -2.08
221 H 0.17 -5.67 -0.42
222 H 0.37 -6.71 -1.76
223 H 0.66 -7.42 -0.17
224 H 2.51 -4.37 0.19
225 H 2.28 -5.77 1.05
226 H 3.83 -5.57 0.38
227 H 3.95 -3.93 -4.76
228 H 2.31 -3.74 -4.12
229 H 2.78 -5.26 -4.98
230 H 0.84 -4.09 -2.73
231 C -4.05 5.44 1.46
232 C -3.72 4.23 2.26
233 C -2.96 4.54 3.62
234 O -2.95 3.57 4.56
235 C -2.31 2.32 4.26
236 N -4.97 3.45 2.57
237 H -4.68 6.18 1.95
238 H -4.56 5.14 0.53
239 H -3.21 6.11 1.30
240 H -3.04 3.64 1.67
241 H -3.43 5.37 4.09
242 H -1.90 4.85 3.40
243 H -2.21 1.72 5.14
244 H -1.26 2.56 3.94
245 H -2.85 1.84 3.40
246 H -5.62 4.18 2.86
247 H -4.68 2.92 3.41
248 C -1.91 8.33 3.95
249 C -0.71 7.79 4.73
250 C 0.52 7.57 3.85
251 O 0.47 6.38 3.09
252 C 1.76 6.11 2.65
253 N -0.41 8.85 5.70
254 H -2.28 7.66 3.17
255 H -1.57 9.18 3.45
256 H -2.73 8.64 4.64
257 H -1.06 6.89 5.21
258 H 1.37 7.51 4.55
259 H 0.63 8.44 3.19
260 H 2.23 7.01 2.14
261 H 1.71 5.30 1.81
262 H 2.43 5.79 3.47
263 H 0.35 8.87 6.34
264 H -0.66 9.80 5.42
265 C -0.88 -1.63 -6.34
266 C 0.51 -1.58 -7.17
267 C 1.64 -1.37 -6.17
268 O 1.51 -0.11 -5.53
269 C 2.59 0.20 -4.62
270 N 0.79 -2.83 -7.76
271 H -0.85 -2.48 -5.58
272 H -1.71 -1.82 -7.07
273 H -1.08 -0.64 -5.85
274 H 0.50 -0.71 -7.86
275 H 2.66 -1.40 -6.66
276 H 1.57 -2.20 -5.47
277 H 3.52 0.33 -5.18
278 H 2.88 -0.57 -3.90
279 H 2.28 1.11 -4.11
280 H 1.33 -2.74 -8.63
281 H -0.06 -3.33 -8.01
282 C 3.44 4.06 -0.86
283 C 4.06 2.98 -1.75
284 C 4.37 3.56 -3.15
285 O 3.09 3.67 -3.82
286 C 3.28 4.37 -5.00
287 N 5.27 2.47 -1.02
288 H 3.32 3.90 0.23
289 H 2.54 4.41 -1.36
290 H 4.10 4.94 -0.92
291 H 3.42 2.11 -1.85
292 H 4.96 2.82 -3.77
293 H 4.93 4.48 -3.01
294 H 3.77 3.81 -5.80
295 H 3.81 5.27 -4.85
296 H 2.27 4.56 -5.39
297 H 6.11 2.13 -1.58
298 H 5.61 3.08 -0.27
299 C -5.50 -0.45 2.02
300 C -5.36 0.11 0.55
301 C -6.49 1.08 0.29
302 O -6.37 1.57 -0.98
303 C -7.14 2.71 -1.20
304 N -4.06 0.67 0.15
305 H -4.55 -0.68 2.49
306 H -6.12 -1.32 1.98
307 H -6.00 0.21 2.76
308 H -5.57 -0.73 -0.19
309 H -6.59 1.90 0.98
310 H -7.44 0.53 0.34
311 H -8.19 2.68 -0.98
312 H -7.04 3.02 -2.26
313 H -6.70 3.54 -0.62
314 H -4.17 1.13 -0.75
315 H -3.92 1.45 0.81
316 C -5.49 5.11 -5.91
317 C -4.20 5.48 -5.05
318 C -4.67 5.69 -3.65
319 O -3.61 5.96 -2.69
320 C -3.15 7.31 -2.91
321 N -3.22 4.44 -5.07
322 H -5.23 5.00 -7.00
323 H -6.27 5.82 -5.86
324 H -5.81 4.19 -5.49
325 H -3.80 6.39 -5.50
326 H -5.18 4.77 -3.28
327 H -5.39 6.55 -3.68
328 H -2.77 7.50 -3.89
329 H -2.26 7.44 -2.23
330 H -4.00 8.00 -2.66
331 H -2.81 4.30 -6.01
332 H -2.43 4.67 -4.53

As for the total charge: 0. The lowest unoccupied orbital energy is 0.001 Ha. Its HOMO-LUMO gap is 0.2860 Ha. The value obtained for the HOMO energy is -7.76 eV. As for the total energy: -174375.9084 eV. The largest force on an atom comes out at 4.39 eV Å⁻¹.